{
  "formula": "C5H11N",
  "method": "the ωB97M-V functional and the def2-TZVPD basis",
  "smiles": "C=C(C)CCN",
  "max_force_ev_per_a": 3.45,
  "homo_lumo_gap_ha": 0.3628,
  "de_lowest_kj_mol": 215.3,
  "homo_energy_ev": -8.871,
  "e_lumo_ev": 1.00,
  "e_tot_ev": -6851.29660,
  "species": ["C", "C", "C", "C", "C", "N", "H", "H", "H", "H", "H", "H", "H", "H", "H", "H", "H"],
  "xyz": [[1.23, 0.54, 0.68], [0.33, -0.76, 0.53], [-0.41, -0.64, -0.89], [0.13, -1.15, -1.96], [-1.59, 0.32, -0.89], [0.72, 1.30, 1.98], [2.31, 0.36, 0.77], [1.17, 1.22, -0.18], [1.06, -1.52, 0.89], [-0.34, -0.70, 1.33], [-0.29, -1.17, -2.91], [1.05, -1.69, -1.85], [-2.20, -0.01, -0.02], [-2.19, 0.37, -1.81], [-1.35, 1.29, -0.43], [-0.38, 1.53, 1.90], [0.74, 0.70, 2.85]]
}